No. 1
{
  "formula": "C5H8O",
  "method": "wB97M-V/def2-TZVPD",
  "symbols": ["C", "C", "C", "O", "C", "C", "H", "H", "H", "H", "H", "H", "H", "H"],
  "xyz": [[1.102452, 0.320491, 2.187461], [0.249918, 0.765772, 1.015628], [0.034536, -0.122467, -0.111618], [0.499472, -1.427194, -0.122629], [-0.496190, 0.464299, -1.417694], [-1.705219, 0.120888, -1.893613], [1.829640, -0.416946, 1.795254], [1.625945, 1.119603, 2.786273], [0.569760, -0.408876, 2.791493], [-0.258004, 1.761951, 0.940540], [1.478254, -1.422301, 0.089766], [-0.000969, 1.512378, -1.349503], [-2.459490, 0.883326, -2.245776], [-1.893878, -0.905474, -2.508003]],
  "forces_ev_per_angstrom": [[0.4, 0.1, -1.1], [0.1, -0.6, -0.2], [1.8, -1.5, -2.1], [0.2, 2.1, 0.4], [1.4, 2.3, 4.5], [-1.2, -1.5, -4.1], [0.3, 0.7, 0.0], [-1.0, -0.8, -0.7], [-0.7, 0.3, 0.6], [0.8, -1.0, 0.2], [-1.4, -0.2, 0.1], [-2.1, -1.1, -0.6], [1.3, -0.5, 0.1], [0.1, 1.7, 2.9]],
  "gap_ev": [9.28, 6.50],
  "s_squared": 0.773,
  "de_lowest_kj_mol": 309.3,
  "energy_ha": -270.10437,
  "charge": 1,
  "homo_energy_ha": [-0.53373, -0.52736],
  "multiplicity": 2,
  "largest_force_ha_per_bohr": 0.1019
}

***

No. 2
{
  "formula": "C5H8O2",
  "method": "wB97M-V/def2-TZVPD",
  "symbols": ["O", "C", "C", "C", "C", "C", "O", "H", "H", "H", "H", "H", "H", "H", "H"],
  "xyz": [[2.109161, 1.047491, -0.583617], [1.031521, 0.520024, -0.679508], [-0.206025, 0.800464, -1.502131], [-0.922400, -0.389474, -0.838903], [0.363830, -0.706607, -0.025147], [0.315570, -0.189474, 1.391516], [-0.775098, -0.683344, 2.136139], [-0.701741, 1.767403, -1.494458], [0.125755, 0.550576, -2.510551], [-1.220729, -1.170680, -1.540998], [-1.808262, -0.097945, -0.267241], [0.820673, -1.682602, -0.209297], [1.270178, -0.381812, 1.899740], [0.259486, 0.895791, 1.220928], [-0.661919, -0.279809, 3.003528]],
  "forces_ev_per_angstrom": [[-0.6, -0.4, 0.0], [0.7, 0.0, -0.6], [-0.1, 0.1, -0.5], [-0.1, 0.0, -0.1], [0.2, 0.0, -0.1], [0.3, -0.1, 0.0], [0.2, 0.1, 0.2], [0.2, 0.1, 0.0], [-0.3, 0.2, -0.3], [0.1, 0.0, 0.1], [0.3, -0.2, 0.2], [-0.1, 0.1, 0.3], [-0.1, 0.0, -0.2], [-0.3, 0.2, 0.8], [-0.4, -0.2, 0.1]],
  "gap_ev": 10.24,
  "de_lowest_kj_mol": 154.2,
  "energy_ha": -345.74624,
  "smiles": "O=C1CC[C@@H]1CO",
  "homo_energy_ha": -0.34731,
  "multiplicity": 1,
  "largest_force_ha_per_bohr": 0.0180
}

***

- What is the multiplicity in the second record?
  1

***

- What is the multiplicity in the second record?
  1

***

- Which value of multiplicity does entry 1 give?
  2

***

- multiplicity of number 2 (C5H8O2)?
  1